DFT (ωB97M-V/def2-TZVPD) results for a cluster of 4 separate species, C27H68F2N10O7P3S in total at a distorted geometry.

Each line ends with the Löwdin charge.
Geometry (Å):
S: 1.73820 0.77483 -3.30537  0.698
P: 1.84329 6.34104 -4.88753  0.762
P: -5.32264 -4.60908 7.37892  0.772
P: 0.43575 -3.02462 2.63234  0.768
F: 1.95056 2.35816 -3.34862  -0.108
F: 4.91979 -3.33303 -3.83554  0.105
O: -4.05408 -4.08632 6.70967  -0.290
O: 6.22360 1.88870 -2.63716  -0.082
O: 1.80308 0.38601 -1.94710  -0.194
O: 5.50945 -3.06154 -1.75596  0.227
O: 1.12161 -2.93414 3.99082  -0.269
O: 0.49697 0.55350 -3.94570  -0.174
O: 3.24963 5.75252 -5.04365  -0.306
N: 1.60431 6.55406 -6.57365  -0.338
N: 0.15219 6.86565 -4.57119  -0.303
N: -6.67230 -5.22893 8.38834  -0.305
N: -1.11297 -2.54343 3.24383  -0.345
N: 3.03177 0.17441 -4.24396  -0.065
N: 1.33724 -1.73975 1.92962  -0.331
N: -6.16205 -3.09357 7.23580  -0.347
N: -0.33353 -3.38500 1.04867  -0.312
N: 2.40481 7.76402 -4.06837  -0.347
N: -5.69905 -5.72954 6.13659  -0.338
C: 3.18227 8.76825 -4.78766  -0.121
C: 7.10150 0.77111 -2.74566  -0.244
C: -1.33222 -1.17430 3.69567  -0.122
C: -6.23553 -5.43065 9.78136  -0.150
C: 4.02509 -0.61096 -3.91857  -0.038
C: 0.86149 -0.64599 1.12199  -0.144
C: -5.46473 -2.01398 7.93673  -0.145
C: -6.97550 -5.98390 5.51226  -0.138
C: 4.22950 -1.24052 -2.53337  0.059
C: -1.60944 -3.46828 4.27012  -0.134
C: 2.66686 -2.13240 1.49668  -0.149
C: 3.99179 -0.29877 -6.43763  -0.060
C: 4.87623 -0.72632 -5.18799  -0.178
C: 7.18131 0.12221 -4.17461  -0.133
C: -4.92740 -6.96323 6.21270  -0.143
C: -0.33061 -4.83444 0.78306  -0.153
C: -1.60938 -2.83594 0.62164  -0.142
C: -0.50427 5.96645 -3.60613  -0.150
C: 3.09161 7.43996 -2.81658  -0.145
C: 1.07412 7.70383 -7.26960  -0.131
C: 2.98394 0.64099 -5.65535  -0.102
C: -6.58761 -2.61082 5.92819  -0.128
C: -8.00856 -4.65822 8.39753  -0.139
C: 1.21563 5.33384 -7.26504  -0.148
C: 5.97489 0.44345 -5.12277  -0.122
C: 4.96100 -2.62219 -2.67169  -0.436
C: -0.23167 8.23472 -4.26536  -0.132
H: 2.00069 0.33088 -6.08397  0.140
H: -8.05181 -3.68329 8.89272  0.084
H: 2.55239 6.65572 -2.27345  0.071
H: 4.11357 7.08595 -2.98672  0.077
H: 2.63730 -2.62673 0.50953  0.066
H: -0.51093 -0.79265 4.31125  0.089
H: 1.60729 0.15451 1.09052  0.083
H: -4.60736 -1.63903 7.36794  0.076
H: -6.07876 -4.47589 10.29731  0.074
H: -6.14685 -1.18317 8.13496  0.081
H: -4.87847 -7.46111 5.24155  0.080
H: -1.64858 -1.75258 0.72191  0.064
H: -5.35868 -7.65991 6.94615  0.079
H: -1.04125 -5.36416 1.42813  0.076
H: -0.57600 -5.04652 -0.26041  0.075
H: -7.63874 -6.59992 6.13695  0.082
H: 1.33479 7.65346 -8.33029  0.088
H: -1.48158 -0.50525 2.84558  0.053
H: -7.50064 -5.06985 5.24488  0.051
H: 3.07566 1.73192 -5.82459  0.149
H: -5.29020 -5.98446 9.80426  0.076
H: 6.55186 2.62349 -3.18063  0.107
H: -8.42139 -4.55410 7.39568  0.065
H: 0.65814 -0.94688 0.08210  0.064
H: 3.50337 -1.10692 -7.01650  0.129
H: -3.89596 -6.75835 6.51108  0.070
H: 8.13033 1.14462 -2.50765  0.129
H: 4.93467 -0.58494 -1.98140  0.141
H: -2.45882 -3.26412 1.16206  0.086
H: 6.39071 0.48195 -6.15627  0.128
H: 7.17708 -0.98738 -4.01664  0.114
H: 5.49165 1.42736 -4.95278  0.122
H: 0.08035 8.55116 -3.26580  0.086
H: -2.69009 -3.36596 4.39067  0.071
H: -6.96382 -6.01948 10.34305  0.079
H: 8.13292 0.33944 -4.70016  0.121
H: 3.95495 8.32969 -5.42736  0.088
H: -5.09499 -2.36111 8.90737  0.073
H: 3.66811 9.45888 -4.09552  0.084
H: -6.83171 -6.51433 4.56668  0.084
H: -5.81568 -2.72900 5.15932  0.082
H: 3.28878 -1.45565 -1.98741  0.137
H: -1.58382 6.12911 -3.58458  0.081
H: 4.52870 0.27500 -7.22299  0.130
H: -8.68247 -5.33527 8.93290  0.092
H: 0.16008 8.94610 -4.98959  0.066
H: -7.49511 -3.12225 5.60344  0.055
H: 1.45774 5.38595 -8.32904  0.082
H: 3.33683 -1.27006 1.43919  0.079
H: 1.75587 4.47136 -6.86318  0.053
H: 0.13867 5.13770 -7.15660  0.080
H: -1.41954 -4.50661 3.97673  0.075
H: 2.53164 9.39823 -5.39556  0.057
H: -1.13112 -3.30290 5.23930  0.084
H: 1.50262 8.63933 -6.91914  0.054
H: 5.43781 -1.65185 -5.40511  0.152
H: -0.02107 7.77247 -7.20329  0.083
H: 6.87897 0.04009 -1.93449  0.114
H: 0.66612 -5.25055 0.96845  0.075
H: -0.10587 6.10109 -2.59354  0.075
H: -0.34358 4.92064 -3.89486  0.068
H: -2.25406 -1.09546 4.27543  0.082
H: -0.03186 -0.17864 1.52926  0.056
H: 3.12602 8.31379 -2.16163  0.084
H: -1.75117 -3.04595 -0.44457  0.088
H: -6.86473 -1.55515 5.96986  0.081
H: 3.11712 -2.83017 2.20658  0.075
H: -1.32209 8.31988 -4.31780  0.095

Summary:
E_LUMO: -5.219 eV
Gap between HOMO and LUMO: 3.9104 eV
Net charge: +1

DFT (ωB97M-V/def2-TZVPD) results for a cluster of 9 separate species, C27H69N3O9 in total at a distorted geometry.

Each line ends with the Löwdin charge.
Geometry (Å):
O: 7.55859 -1.85247 0.64314  -0.022
O: -2.21071 -3.87504 1.98024  -0.046
O: 0.20024 -1.18492 -3.59176  0.005
O: -3.80813 3.74378 -4.34281  -0.054
O: -2.79020 -1.87887 -5.31399  -0.051
O: 0.30044 -2.95731 -6.52006  -0.063
O: -4.36749 3.99188 -1.52799  -0.047
O: -5.33249 -0.75835 4.50494  -0.003
O: -0.02071 -4.54462 0.02823  -0.065
N: -0.68475 -0.31593 -2.87653  -0.098
N: -4.39497 0.25908 4.30266  -0.114
N: 6.58250 -0.84738 0.33027  -0.090
C: -1.66945 -2.10727 -1.57830  -0.042
C: -1.99806 0.21567 -0.83306  -0.123
C: 6.13278 1.17456 -0.87758  -0.151
C: -2.39548 -0.95703 3.57528  -0.029
C: 8.45882 0.57404 -0.43895  -0.043
C: -6.27735 1.73844 3.79697  -0.038
C: -3.91860 2.52892 3.51829  -0.140
C: -1.71576 1.68749 -1.12352  -0.165
C: 7.21213 -0.76333 -2.12826  -0.009
C: -3.03422 -0.08683 4.65780  -0.515
C: 4.66406 0.77052 -0.93708  -0.189
C: -2.20035 1.21685 4.71486  -0.142
C: 4.98036 -1.81907 1.86415  -0.044
C: -0.98604 1.09284 -4.84290  -0.014
C: -4.93789 0.85985 1.95337  -0.025
C: -1.67026 1.94754 -2.62333  -0.144
C: 7.08270 -0.00718 -0.77680  -0.514
C: -1.00138 -0.72690 -1.52795  -0.495
C: -4.84748 1.33001 3.41830  -0.506
C: 0.73412 1.73189 -3.07874  -0.024
C: -2.42652 2.19272 3.55952  -0.173
C: 4.34158 -0.07078 0.28536  -0.148
C: -2.91651 -0.71602 6.05812  -0.029
C: 5.19681 -1.34992 0.43712  -0.514
C: -0.61976 1.06867 -3.36416  -0.507
C: 4.71143 -2.39477 -0.56512  -0.018
C: 0.24090 -0.91405 -0.64199  -0.029
H: -3.70166 -2.08544 -5.08117  0.041
H: -2.58851 -2.07329 -2.17211  0.081
H: -0.63325 -4.38409 -0.69289  0.000
H: -1.84711 -0.88408 6.22304  0.088
H: -6.27195 1.99658 4.86127  0.089
H: 7.88303 -1.49627 1.47660  0.101
H: -2.45052 -0.41781 2.63520  0.061
H: -1.07301 -2.91308 -2.01628  0.078
H: 3.29448 -0.37318 0.15585  0.104
H: 1.07112 -1.45846 -1.10485  0.077
H: -4.02069 3.26493 2.71609  0.119
H: -2.13408 1.68637 2.63120  0.096
H: -5.33187 1.67455 1.33676  0.079
H: -3.00133 -3.67701 1.46512  0.053
H: -2.48552 2.34607 -0.71878  0.095
H: 6.19894 1.88361 -0.05060  0.124
H: 6.32376 1.69335 -1.82283  0.119
H: -3.11082 -1.79080 3.46683  0.073
H: -1.15843 2.11754 -5.16765  0.092
H: -4.96017 4.00035 -0.76752  0.046
H: 0.94561 1.68349 -2.00416  0.065
H: 4.37015 0.57193 1.16721  0.121
H: 4.71145 -1.98209 -1.57167  0.057
H: -0.21202 0.61409 -5.44216  0.088
H: 3.67662 -2.59378 -0.27930  0.081
H: 1.50146 1.14375 -3.59131  0.082
H: -3.03102 -0.03846 -1.07851  0.121
H: -6.68270 2.57654 3.23419  0.087
H: -0.75843 1.94101 -0.66264  0.107
H: 4.01248 1.64710 -0.99159  0.109
H: -3.29881 -1.73985 6.07727  0.083
H: -5.70888 0.08473 1.92438  0.086
H: 8.12026 -1.35985 -2.09343  0.083
H: -2.51359 1.72760 5.63302  0.118
H: 0.83241 2.80300 -3.24964  0.090
H: 7.20074 -0.06974 -2.97138  0.085
H: -4.33165 4.91126 -1.81317  0.045
H: 8.69721 1.30792 -1.21190  0.089
H: -0.50610 -4.28447 0.82848  0.001
H: 0.12418 -1.44908 0.30124  0.086
H: -1.89664 0.49873 -4.90631  0.074
H: 1.01678 -0.89929 -3.14995  0.085
H: 4.38612 0.22020 -1.84417  0.106
H: 1.04595 -3.26260 -5.99349  0.028
H: 9.20108 -0.21541 -0.34428  0.077
H: -2.36900 -1.63487 -4.47510  0.002
H: -3.78274 3.08168 -3.64640  -0.008
H: 8.47952 1.18587 0.46713  0.085
H: -4.06844 0.48544 1.42035  0.054
H: -1.48603 -1.52044 3.79038  0.094
H: -1.92631 0.19091 0.25633  0.099
H: -1.79928 3.07669 3.65388  0.114
H: -1.91021 -2.56114 -0.61314  0.067
H: 5.27801 -3.32404 -0.57189  0.093
H: -3.26491 -0.11398 6.89397  0.088
H: -0.36609 -2.69663 -5.87109  0.002
H: -6.98300 0.90950 3.74749  0.078
H: -5.46814 -0.81540 5.45984  0.106
H: 3.93623 -2.12501 1.96373  0.087
H: 6.35161 -1.39876 -2.32231  0.055
H: 5.22820 -1.09055 2.63478  0.086
H: -4.07327 3.09417 4.44512  0.122
H: 5.57666 -2.70777 2.08957  0.082
H: -2.61948 1.74364 -3.12648  0.100
H: -3.55836 4.56130 -3.90731  0.022
H: 0.65803 0.07434 -0.41006  0.071
H: -2.29665 -3.32869 2.77141  0.008
H: -1.47772 2.98608 -2.89416  0.117
H: -1.13659 0.98435 4.78623  0.124

Summary:
SMILES: CC1(C)CCCC(C)(C)N1O.CC1(C)CCCC(C)(C)N1O.CC1(C)CCCC(C)(C)N1O.O.O.O.O.O.O
E_LUMO: 0.009 eV
Gap between HOMO and LUMO: 8.3608 eV
Relative energy (zero: lowest compared OMol25 entry of this formula, charge and spin): 1.491 eV